The following is a DFT calculation (the ωB97M-V functional and the def2-TZVPD basis) of 2 unconnected molecules or ions with the total composition C14H21F6IN3O11P2 in a non-equilibrium geometry.

Element x y z (Å)
C: -2.35 -0.37 -3.79
C: -1.62 0.58 -2.63
C: -0.02 0.58 -3.00
C: 0.92 1.45 -1.98
C: 2.14 0.69 -1.26
C: 1.97 -0.04 0.18
N: 1.87 0.96 1.35
C: 3.25 0.92 2.06
C: 4.47 1.64 1.16
O: 4.84 2.91 1.29
F: 5.22 0.80 0.17
C: 0.80 0.64 2.38
P: 0.54 1.98 3.74
O: 0.51 3.47 3.20
O: -0.83 1.60 4.81
O: 1.81 1.98 5.00
C: -0.56 -0.06 1.84
I: -1.07 -1.58 3.42
C: -1.84 0.80 1.39
F: -1.59 1.81 0.29
F: -2.76 -0.20 0.70
C: -2.82 1.58 2.38
F: -4.05 1.86 1.53
F: -3.39 0.85 3.53
F: -2.39 2.99 2.72
O: -0.38 -0.97 0.66
C: 0.99 -1.30 0.38
O: 1.65 -2.20 1.39
N: 1.11 -3.43 1.25
O: 1.42 -4.16 2.18
P: 0.89 -2.62 -1.05
N: -0.74 -2.44 -1.84
O: 2.07 -2.38 -2.29
H: -3.14 -1.12 -3.36
H: -1.49 -1.02 -4.31
H: -2.79 0.30 -4.67
H: -2.10 1.64 -2.54
H: -1.74 -0.01 -1.62
H: 0.03 1.03 -4.10
H: 0.47 -0.48 -3.08
H: 1.44 2.25 -2.72
H: 0.37 2.13 -1.21
H: 2.93 1.58 -1.06
H: 2.72 0.07 -2.09
H: 3.05 -0.55 0.30
H: 1.69 1.93 0.95
H: 3.54 -0.19 2.39
H: 3.30 1.56 3.03
H: 1.33 -0.22 3.03
H: -0.71 2.09 5.69
H: 1.78 1.01 5.32
H: -0.59 -2.97 -2.76
H: -1.43 -3.07 -1.33
H: 1.70 -2.62 -3.19
C: -5.07 -2.93 -3.43
O: -4.01 -3.17 -2.87
O: -6.05 -3.69 -3.46
O: -5.33 -1.90 -4.05

Values from the calculation:
charge	-1
Kohn-Sham gap	0.05701	hartree
LUMO level	-0.47	eV
highest occupied orbital energy	-2.02	eV